Entry 1:
51
Properties=species:S:1:pos:R:3:nbo_charge:R:1 method="wB97M-V/def2-TZVPD" charge=+2 gap_ev="9.08 / 7.80" relative_energy_kj_mol=73.4 s_squared=0.75 max_force_ha_per_bohr=0.00493 spin_multiplicity=2 homo_energy_ev="-14.694 / -14.702"
Cu -1.1005 0.8797 0.8762 1.41
O -2.2025 3.9255 3.5098 -0.61
C -1.6285 2.9876 2.8059 0.82
O -2.2080 2.0090 2.3555 -0.70
C -0.1602 3.2384 2.5855 -0.19
O 0.4388 2.0699 2.0332 -0.57
C 1.3698 2.3912 0.9806 -0.21
C 0.6514 2.5971 -0.3597 0.74
O 1.2523 3.0777 -1.2868 -0.59
O -0.5886 2.1774 -0.3944 -0.85
H -3.1580 3.7649 3.5931 0.53
H 0.3138 3.5037 3.5317 0.25
H -0.0781 4.0915 1.9049 0.25
H 2.0487 1.5416 0.8986 0.21
H 1.9603 3.2702 1.2339 0.23
N 1.2886 -3.0265 -0.6885 -0.68
C 0.0809 -2.3033 -0.1443 -0.06
C -0.3248 -2.7993 1.2321 -0.44
C -1.5709 -2.0512 1.7361 -0.05
N -1.2317 -0.6688 2.1925 -0.90
C -2.6845 -1.9895 0.6913 -0.43
C -2.2138 -1.5735 -0.7010 -0.05
N -1.7738 -0.1572 -0.7443 -0.90
C -1.0462 -2.4469 -1.1507 -0.44
H 2.0741 -3.0316 -0.0340 0.45
H 1.5922 -2.5383 -1.5422 0.47
H 1.0753 -3.9987 -0.9276 0.44
H 0.4061 -1.2641 -0.1095 0.24
H 0.4926 -2.6916 1.9508 0.23
H -0.5749 -3.8634 1.1912 0.24
H -1.9428 -2.6028 2.6015 0.23
H -0.4223 -0.6957 2.8111 0.41
H -1.9934 -0.3410 2.7863 0.42
H -3.4741 -1.3167 1.0346 0.24
H -3.1399 -2.9788 0.6141 0.25
H -3.0387 -1.7121 -1.4008 0.24
H -2.5050 0.4414 -1.1203 0.43
H -0.9622 -0.0400 -1.3635 0.44
H -0.7098 -2.1392 -2.1429 0.24
H -1.3756 -3.4886 -1.2085 0.24
Cl 4.9732 0.8884 -1.2076 0.07
C 3.4806 0.7254 -2.0458 -0.06
C 3.2614 1.3387 -3.2686 -0.14
C 2.0230 1.1762 -3.8629 -0.19
C 1.0581 0.4188 -3.2207 0.05
N 1.2627 -0.1748 -2.0412 -0.55
C 2.4627 -0.0197 -1.4766 -0.04
H 4.0360 1.9355 -3.7295 0.26
H 1.7988 1.6442 -4.8104 0.25
H 0.0769 0.2977 -3.6652 0.20
H 2.6307 -0.4785 -0.5030 0.17

---

Entry 2:
54
Properties=species:S:1:pos:R:3:nbo_charge:R:1 method="wB97M-V/def2-TZVPD" charge=0 gap_ev=8.31 relative_energy_kj_mol=94.6 max_force_ha_per_bohr=0.01673 homo_energy_ev=-7.991
K 0.8251 -0.3737 0.6962 0.93
C 5.5711 -1.5729 -6.8352 -0.63
C 4.8645 -1.4250 -5.5148 0.00
C 5.5810 -1.3475 -4.3232 -0.24
C 4.9300 -1.2389 -3.1029 -0.13
C 3.5466 -1.2041 -3.0682 -0.36
C 2.8143 -1.2833 -4.2430 -0.18
C 3.4709 -1.3916 -5.4571 -0.21
S 2.6805 -1.0122 -1.5160 2.31
O 3.6764 -1.1283 -0.4675 -0.99
O 1.6297 -2.0169 -1.5015 -1.01
N 1.9310 0.3659 -1.5055 -1.03
C 2.5043 1.5573 -1.1486 0.38
C 3.8782 1.8569 -1.2448 -0.29
C 4.3222 3.1108 -0.8811 -0.15
C 3.4102 4.0568 -0.4231 -0.31
C 2.0818 3.6793 -0.3485 0.04
N 1.6194 2.4707 -0.6865 -0.54
H 6.5749 -1.1482 -6.7977 0.22
H 5.0195 -1.0793 -7.6360 0.22
H 5.6670 -2.6287 -7.1018 0.22
H 6.6653 -1.3743 -4.3486 0.21
H 5.4847 -1.1925 -2.1720 0.23
H 1.7293 -1.2690 -4.2007 0.22
H 2.8967 -1.4529 -6.3757 0.21
H 4.5677 1.1036 -1.5985 0.22
H 5.3752 3.3519 -0.9551 0.21
H 3.7171 5.0523 -0.1301 0.22
H 1.3354 4.3864 0.0081 0.18
N -1.5539 2.6054 -0.4316 -0.79
C -2.3984 1.5867 -0.2085 0.31
N -3.2469 1.3032 -1.2199 -0.79
S -2.4087 0.7543 1.2476 -0.36
H -1.4454 2.9573 -1.3712 0.40
H -0.7643 2.7095 0.1762 0.42
H -2.8755 1.4440 -2.1543 0.41
H -3.7507 0.4446 -1.0999 0.40
C -2.5270 -4.1785 1.1759 -0.42
N -1.7504 -2.9741 1.3698 -0.62
C -0.8304 -2.7682 2.3436 0.79
N -0.6824 -3.7504 3.2818 -0.84
O -0.1762 -1.7227 2.4078 -0.74
H -3.1872 -4.0336 0.3266 0.22
H -3.1507 -4.4076 2.0440 0.19
H -1.8864 -5.0359 0.9564 0.19
H -1.9269 -2.1662 0.7925 0.43
H -1.0828 -4.6630 3.1721 0.39
H 0.0802 -3.6355 3.9236 0.41
N -0.7456 0.8796 -2.8771 -0.70
N -1.1086 -0.4775 -2.5149 -0.70
H 0.0295 0.8652 -3.5308 0.34
H -0.3204 1.2678 -2.0415 0.37
H -0.2778 -1.0106 -2.2504 0.36
H -1.4634 -0.9074 -3.3566 0.34

---

Entry 3:
44
Properties=species:S:1:pos:R:3:nbo_charge:R:1 method="wB97M-V/def2-TZVPD" charge=+1 smiles="CCCC[NH2+]c1ccc(C(=O)OCCN(C)C)cc1" gap_ev=7.48 relative_energy_kj_mol=10.2 max_force_ha_per_bohr=0.01848 homo_energy_ev=-10.536
C 2.1608 5.7246 -0.2669 -0.63
C 3.0049 5.2257 0.9045 -0.40
C 3.6180 3.8346 0.7188 -0.43
C 2.5976 2.7051 0.6363 -0.22
N 1.9909 2.6239 -0.7272 -0.52
C 0.9249 1.6189 -0.8229 0.11
C 1.2514 0.3123 -1.1505 -0.26
C 0.2515 -0.6426 -1.2080 -0.08
C -1.0645 -0.2837 -0.9367 -0.13
C -2.1902 -1.2757 -0.9859 0.77
O -3.3368 -0.9597 -0.7975 -0.57
O -1.7601 -2.4979 -1.2655 -0.50
C -2.7406 -3.5401 -1.3120 -0.09
C -3.1202 -4.0692 0.0749 -0.25
N -2.1321 -4.9949 0.5905 -0.44
C -2.6832 -5.8686 1.6073 -0.41
C -0.9363 -4.3275 1.0564 -0.42
C -1.3774 1.0328 -0.6106 -0.13
C -0.3823 1.9902 -0.5499 -0.24
H 1.9799 6.7899 -0.1486 0.25
H 2.6789 5.5915 -1.2156 0.21
H 1.1764 5.2539 -0.3016 0.18
H 3.8270 5.9252 1.0559 0.23
H 2.4030 5.2359 1.8143 0.21
H 4.2565 3.8238 -0.1680 0.21
H 4.2614 3.6354 1.5762 0.25
H 3.0612 1.7407 0.8515 0.23
H 1.7901 2.8655 1.3533 0.23
H 1.6227 3.5638 -0.9479 0.46
H 2.7333 2.4060 -1.4029 0.44
H 2.2737 0.0383 -1.3652 0.23
H 0.4860 -1.6621 -1.4671 0.24
H -2.2862 -4.3367 -1.9011 0.21
H -3.6337 -3.1512 -1.8091 0.21
H -3.2932 -3.2132 0.7502 0.18
H -4.0631 -4.6072 -0.0361 0.22
H -1.9190 -6.5829 1.9076 0.21
H -3.0238 -5.3231 2.4997 0.17
H -3.5243 -6.4194 1.1908 0.20
H -0.2267 -5.0754 1.4049 0.21
H -0.4839 -3.7795 0.2323 0.20
H -1.1373 -3.6232 1.8810 0.16
H -2.4076 1.2844 -0.4111 0.26
H -0.6275 3.0112 -0.2983 0.23